(1)
DFT (the ωB97M-V functional and the def2-TZVPD basis) results for C21H39N5O4Ta as an isolated structure.

ORCA input file:
```
! RIJCOSX wB97M-V def2-TZVPD def2/J DEFGRID3
* xyz 3 1
Ta 0.020 -0.740 1.297
C 2.252 1.934 -3.705
C 1.027 1.550 -2.874
C -0.082 1.167 -3.882
C -1.496 0.620 -3.524
C -2.569 1.673 -3.746
C -1.800 -0.623 -4.359
N -1.510 0.109 -2.050
C -2.338 0.743 -0.975
C -1.585 1.825 -0.211
N -0.812 1.501 1.070
C -1.798 1.594 2.194
C -2.608 0.318 2.235
O -3.748 0.135 2.389
O -1.699 -0.775 2.000
C 0.234 2.626 1.172
C -0.385 4.024 1.229
C 1.237 2.528 2.318
C 1.971 1.226 2.661
C 3.399 1.515 3.097
C 1.241 0.458 3.771
N 1.976 0.205 1.506
C 2.874 0.302 0.276
C 2.465 1.064 -0.975
N 1.346 0.540 -1.789
C 1.633 -0.796 -2.292
C 1.038 -1.941 -1.486
O 1.139 -3.088 -1.576
O 0.101 -1.402 -0.398
H 1.957 2.600 -4.514
H 2.705 1.052 -4.166
H 3.012 2.458 -3.130
H 0.698 2.434 -2.315
H 0.354 0.500 -4.631
H -0.246 2.099 -4.424
H -2.554 1.943 -4.802
H -2.385 2.591 -3.182
H -3.571 1.301 -3.532
H -1.741 -0.376 -5.418
H -2.807 -0.997 -4.164
H -1.081 -1.429 -4.176
H -1.773 -0.875 -2.097
H -0.529 0.148 -1.736
H -2.760 -0.044 -0.347
H -3.187 1.224 -1.453
H -2.328 2.569 0.069
H -0.901 2.324 -0.895
H -2.469 2.444 2.088
H -1.276 1.695 3.148
H 0.771 2.520 0.232
H -0.939 4.185 2.154
H -1.029 4.264 0.386
H 0.422 4.756 1.220
H 0.775 2.896 3.238
H 1.984 3.286 2.073
H 3.375 2.141 3.991
H 3.959 2.065 2.342
H 3.937 0.601 3.358
H 1.120 1.090 4.652
H 1.771 -0.443 4.082
H 0.198 0.170 3.513
H 2.444 -0.576 1.985
H 3.089 -0.739 0.018
H 3.824 0.717 0.614
H 3.387 1.051 -1.569
H 2.281 2.117 -0.769
H 2.701 -1.026 -2.379
H 1.227 -0.940 -3.298
N 1.262 -3.292 2.918
C 0.815 -2.412 2.315
*
```

Summary:
energy relative to the best compared isomer or geometry (same formula, charge and spin) = 21.12 kJ/mol
Kohn-Sham gap = 7.96 eV
molecular weight = 606.52 g mol⁻¹
LUMO level = -11.40 eV
HOMO energy = -19.4 eV
DFT total energy = -39575.579 eV

In elementary charge units, the Löwdin charges are:
1. Ta 1.88
2. C -0.02
3. C -0.32
4. C -0.07
5. C -0.44
6. C -0.01
7. C 0.00
8. N 0.10
9. C -0.07
10. C -0.11
11. N -0.16
12. C -0.07
13. C -0.44
14. O 0.28
15. O -0.22
16. C -0.33
17. C -0.01
18. C -0.08
19. C -0.51
20. C 0.00
21. C -0.02
22. N -0.12
23. C -0.09
24. C -0.16
25. N -0.15
26. C -0.07
27. C -0.34
28. O 0.29
29. O -0.30
30. H 0.11
31. H 0.11
32. H 0.09
33. H 0.13
34. H 0.13
35. H 0.14
36. H 0.12
37. H 0.10
38. H 0.11
39. H 0.12
40. H 0.11
41. H 0.10
42. H 0.16
43. H 0.09
44. H 0.14
45. H 0.13
46. H 0.14
47. H 0.12
48. H 0.15
49. H 0.14
50. H 0.10
51. H 0.11
52. H 0.09
53. H 0.11
54. H 0.14
55. H 0.14
56. H 0.12
57. H 0.10
58. H 0.12
59. H 0.13
60. H 0.11
61. H 0.05
62. H 0.10
63. H 0.14
64. H 0.14
65. H 0.14
66. H 0.12
67. H 0.17
68. H 0.15
69. N 0.15
70. C -0.32

(2)
DFT (the ωB97M-V functional and the def2-TZVPD basis) results for the molecule H3ISi in a non-equilibrium geometry.

ORCA input file:
```
! RIJCOSX wB97M-V def2-TZVPD def2/J DEFGRID3
* xyz 0 1
Si 0.075 -0.140 0.227
I -0.928 1.530 -1.310
H 0.810 0.540 1.121
H -0.984 -0.871 0.747
H 1.027 -1.058 -0.785
*
```

Summary:
energy relative to the best compared isomer or geometry (same formula, charge and spin) = 52.12 kJ/mol
Kohn-Sham gap = 10.08 eV
molecular weight = 158.01 g mol⁻¹
LUMO level = 0.40 eV
HOMO energy = -9.7 eV
DFT total energy = -16026.692 eV

In elementary charge units, the Löwdin charges are:
1. Si 0.16
2. I 0.24
3. H -0.19
4. H -0.16
5. H -0.06

(3)
DFT (the ωB97M-V functional and the def2-TZVPD basis) results for C15H48F9N10O20S3Y as an isolated structure in a non-equilibrium geometry.

ORCA input file:
```
! RIJCOSX wB97M-V def2-TZVPD def2/J DEFGRID3
* xyz 0 1
Y -1.937 -9.382 -29.248
C -3.002 -4.979 -30.813
F -2.972 -4.840 -29.496
F -3.652 -4.001 -31.396
F -1.738 -4.953 -31.226
S -3.851 -6.665 -31.150
O -3.177 -7.696 -30.305
O -5.239 -6.420 -30.744
O -3.661 -6.866 -32.632
C 2.196 -9.708 -31.690
F 2.983 -9.339 -32.709
F 1.660 -10.936 -31.831
F 3.002 -9.602 -30.599
S 0.709 -8.429 -31.602
O 1.239 -7.145 -31.085
O 0.101 -8.271 -32.918
O -0.192 -9.033 -30.579
C -6.553 -10.681 -30.430
F -6.270 -10.570 -31.684
F -6.946 -9.528 -29.799
F -7.495 -11.548 -30.378
S -5.009 -11.468 -29.537
O -4.079 -10.393 -29.239
O -5.571 -12.059 -28.288
O -4.391 -12.520 -30.422
C 3.720 -8.074 -27.873
C 3.829 -8.084 -26.343
C 2.892 -8.991 -25.675
O 1.543 -8.534 -25.852
C 0.682 -9.141 -24.876
N 5.172 -8.454 -25.888
H 2.693 -7.873 -28.177
H 3.983 -8.918 -28.511
H 4.293 -7.220 -28.237
H 3.674 -7.073 -25.968
H 3.088 -9.109 -24.610
H 2.905 -9.965 -26.164
H 0.483 -10.213 -24.883
H -0.265 -8.605 -24.919
H 0.948 -8.924 -23.841
H 5.646 -9.078 -26.524
H 5.682 -7.582 -25.904
C -4.155 -8.763 -24.343
C -3.366 -9.777 -23.548
C -3.999 -10.317 -22.270
O -4.444 -9.213 -21.457
C -3.423 -8.330 -21.002
N -3.088 -10.890 -24.443
H -4.926 -9.296 -24.898
H -3.408 -8.243 -24.943
H -4.679 -7.990 -23.781
H -2.372 -9.443 -23.251
H -3.419 -10.946 -21.595
H -4.970 -10.791 -22.417
H -2.752 -8.971 -20.430
H -3.825 -7.662 -20.240
H -2.747 -7.789 -21.663
H -2.333 -11.379 -23.984
H -3.817 -11.586 -24.377
O -2.304 -10.716 -27.221
H -2.615 -10.668 -26.317
H -2.026 -11.625 -27.331
O -1.875 -13.304 -27.080
H -2.563 -13.785 -27.540
H -1.279 -13.982 -26.762
O 0.117 -9.599 -27.809
H 0.634 -10.390 -27.962
H 0.652 -9.074 -27.213
O -1.420 -13.696 -31.559
H -1.774 -14.585 -31.581
H -0.480 -13.815 -31.425
O -1.143 -11.589 -29.650
H -0.674 -12.168 -29.049
H -1.415 -12.159 -30.369
C -2.773 -10.250 -32.694
O -2.593 -10.172 -31.475
N -3.094 -11.380 -33.234
N -2.780 -9.340 -33.630
H -3.073 -11.486 -34.239
H -3.265 -12.168 -32.627
H -2.681 -8.363 -33.392
H -2.911 -9.605 -34.596
C -4.621 -7.987 -27.521
O -3.450 -8.286 -27.700
N -5.038 -6.803 -27.442
N -5.438 -8.865 -27.159
H -6.017 -6.611 -27.283
H -4.302 -6.114 -27.492
H -6.431 -8.692 -27.217
H -5.099 -9.788 -27.392
C -0.597 -6.235 -28.254
O -1.134 -7.315 -28.378
N -0.996 -5.449 -27.272
N 0.342 -5.678 -29.041
H -1.778 -5.746 -26.706
H -0.460 -4.620 -27.058
H 0.681 -4.763 -28.781
H 0.660 -6.117 -29.893
C 1.706 -12.808 -26.777
O 1.010 -12.202 -27.512
N 1.396 -12.966 -25.535
N 2.862 -13.427 -27.029
H 1.985 -13.581 -24.990
H 0.550 -12.588 -25.134
H 3.259 -14.041 -26.332
H 3.193 -13.407 -27.982
*
```

Summary:
Kohn-Sham gap = 8.31 eV
molecular weight = 1044.69 g mol⁻¹
LUMO level = -0.53 eV
HOMO energy = -8.8 eV
DFT total energy = -130199.603 eV

Atom charges from the Löwdin analysis, given in e for atoms 1 to 99:
1. Y 1.62
2. C -0.68
3. F 0.12
4. F 0.17
5. F 0.14
6. S 0.62
7. O -0.41
8. O -0.32
9. O -0.34
10. C -0.57
11. F 0.13
12. F 0.12
13. F 0.10
14. S 0.63
15. O -0.34
16. O -0.28
17. O -0.44
18. C -0.68
19. F 0.18
20. F 0.11
21. F 0.18
22. S 0.59
23. O -0.42
24. O -0.35
25. O -0.35
26. C -0.04
27. C -0.43
28. C -0.20
29. O -0.20
30. C -0.09
31. N 0.04
32. H 0.07
33. H 0.07
34. H 0.08
35. H 0.15
36. H 0.13
37. H 0.13
38. H 0.08
39. H 0.09
40. H 0.09
41. H 0.07
42. H 0.07
43. C -0.03
44. C -0.44
45. C -0.17
46. O -0.21
47. C -0.12
48. N 0.04
49. H 0.08
50. H 0.08
51. H 0.08
52. H 0.12
53. H 0.12
54. H 0.13
55. H 0.08
56. H 0.09
57. H 0.08
58. H 0.08
59. H 0.09
60. O -0.12
61. H 0.01
62. H -0.02
63. O -0.02
64. H 0.08
65. H 0.06
66. O -0.09
67. H 0.02
68. H 0.01
69. O -0.02
70. H 0.06
71. H 0.05
72. O -0.07
73. H 0.04
74. H 0.03
75. C -0.68
76. O -0.06
77. N 0.18
78. N 0.20
79. H 0.12
80. H 0.09
81. H 0.07
82. H 0.12
83. C -0.82
84. O -0.07
85. N 0.24
86. N 0.21
87. H 0.14
88. H 0.13
89. H 0.14
90. H 0.09
91. C -0.68
92. O -0.05
93. N 0.17
94. N 0.20
95. H 0.11
96. H 0.11
97. H 0.11
98. H 0.04
99. C -0.77

(4)
DFT (the ωB97M-V functional and the def2-TZVPD basis) results for a 4-piece molecular cluster, C13H36N3O4 overall in a non-equilibrium geometry.

ORCA input file:
```
! RIJCOSX wB97M-V def2-TZVPD def2/J DEFGRID3
* xyz -1 1
C -1.234 -1.632 -1.193
O -1.266 -1.746 0.200
H -1.763 -2.477 -1.632
H -1.723 -0.750 -1.607
H -0.238 -1.618 -1.636
C 3.708 -7.133 -1.044
C 2.274 -6.820 -0.788
C 1.439 -6.961 -2.189
O 0.024 -6.741 -2.124
C -0.490 -6.504 -3.454
N 1.939 -7.663 0.302
H 4.333 -6.946 -0.171
H 4.164 -6.700 -1.934
H 3.985 -8.178 -1.176
H 2.423 -5.770 -0.534
H 1.553 -7.959 -2.613
H 1.913 -6.417 -3.005
H -1.579 -6.546 -3.429
H -0.062 -7.201 -4.175
H -0.267 -5.467 -3.702
H 1.945 -8.622 -0.014
H 2.643 -7.610 1.025
C -6.406 2.757 -0.335
C -4.987 2.654 0.281
C -3.909 3.427 -0.532
O -2.557 3.215 -0.185
C -1.701 3.824 -1.159
N -5.032 3.080 1.649
H -6.407 2.130 -1.227
H -6.742 3.768 -0.567
H -7.061 2.218 0.350
H -4.690 1.605 0.305
H -4.177 4.483 -0.490
H -4.008 3.215 -1.597
H -2.052 4.761 -1.592
H -1.364 3.098 -1.899
H -0.688 4.026 -0.810
H -5.917 2.897 2.098
H -5.165 4.079 1.720
C 2.797 6.407 2.615
C 2.272 4.967 2.615
C 3.309 4.003 1.965
O 2.724 2.669 1.920
C 3.363 1.657 1.134
N 2.072 4.521 3.999
H 2.656 6.864 1.636
H 3.840 6.528 2.907
H 2.228 7.074 3.263
H 1.295 4.876 2.142
H 4.306 3.921 2.399
H 3.458 4.376 0.951
H 4.396 1.500 1.444
H 3.496 1.959 0.095
H 2.823 0.710 1.150
H 2.805 5.043 4.458
H 1.301 5.145 4.188
*
```

Summary:
energy relative to the best compared isomer or geometry (same formula, charge and spin) = 201.91 kJ/mol
Kohn-Sham gap = 3.92 eV
molecular weight = 298.45 g mol⁻¹
LUMO level = 2.53 eV
HOMO energy = -1.4 eV
DFT total energy = -26719.325 eV

In elementary charge units, the Löwdin charges are:
1. C -0.50
2. O -0.51
3. H 0.01
4. H 0.00
5. H 0.00
6. C -0.14
7. C -0.41
8. C -0.16
9. O -0.19
10. C -0.10
11. N 0.03
12. H 0.08
13. H 0.07
14. H 0.07
15. H 0.14
16. H 0.11
17. H 0.11
18. H 0.08
19. H 0.08
20. H 0.09
21. H 0.07
22. H 0.07
23. C -0.07
24. C -0.42
25. C -0.22
26. O -0.15
27. C -0.11
28. N 0.02
29. H 0.07
30. H 0.07
31. H 0.07
32. H 0.14
33. H 0.11
34. H 0.12
35. H 0.08
36. H 0.09
37. H 0.07
38. H 0.06
39. H 0.06
40. C -0.08
41. C -0.42
42. C -0.18
43. O -0.20
44. C -0.10
45. N 0.04
46. H 0.07
47. H 0.08
48. H 0.07
49. H 0.14
50. H 0.12
51. H 0.11
52. H 0.07
53. H 0.07
54. H 0.10
55. H 0.06
56. H 0.06